No. 1
{
  "formula": "C26H39AuBGeN2O5",
  "method": "wB97M-V/def2-TZVPD",
  "species": ["O", "C", "O", "C", "H", "H", "C", "C", "H", "H", "C", "H", "H", "H", "H", "H", "C", "O", "H", "H", "C", "H", "H", "C", "H", "H", "C", "H", "H", "C", "C", "C", "H", "H", "H", "H", "C", "O", "C", "H", "C", "C", "C", "H", "H", "N", "H", "C", "H", "C", "H", "C", "B", "H", "H", "N", "H", "H", "H", "H", "C", "H", "H", "H", "H", "Au", "C", "C", "Ge", "C", "C", "C", "O", "H", "H"],
  "coordinates": [[1.5470, 0.9861, -1.3544], [-3.8814, -0.2630, -1.5488], [-1.1704, 2.3449, -0.1759], [2.1853, -4.0916, 2.9252], [2.9505, -5.7379, 1.7325], [-1.9074, -3.6868, -2.3593], [-3.0869, -1.5574, -1.6925], [2.6847, -0.2914, -3.0422], [-0.9960, 2.7592, 5.2589], [1.7523, -5.0182, -0.3270], [-0.7143, 1.2089, 3.8082], [-4.8050, -0.4410, -0.9933], [3.4129, 1.3497, 0.8274], [-1.5057, 5.6160, 0.7540], [4.7702, 1.4472, -2.2958], [5.1113, -1.2459, -1.3820], [-3.6463, 4.8703, -0.8951], [-3.0738, 0.6765, -0.8568], [3.3484, 2.2808, -2.9168], [-3.6235, 5.0982, -1.9611], [1.5960, 0.6427, 3.3108], [4.9906, 0.8597, 0.1996], [-1.7773, 1.0501, 3.6682], [4.1822, -1.5485, -0.8968], [-4.3104, 2.2089, -0.2337], [-3.3981, -4.5965, -2.0076], [-2.2677, 2.8903, -0.4936], [1.4205, 3.1155, 5.6057], [-0.3780, 4.4928, -0.0434], [0.7317, -2.5147, 1.8388], [2.9044, 0.5249, -1.7827], [1.0838, 2.3668, 4.9009], [2.6963, -4.4250, 3.8210], [-5.6954, -1.9227, -2.2339], [3.0775, 1.7701, 4.3715], [0.3312, -2.9969, -0.2503], [-2.9570, -3.7981, -2.6031], [-1.9177, -1.6634, -1.2154], [3.7487, 1.7472, -2.0564], [-5.3972, -3.4404, -3.0590], [3.3645, -0.3265, -0.5532], [1.6727, -4.4548, 0.5925], [-1.2829, 5.0757, -0.1649], [-1.1554, 5.7906, -0.9761], [3.6526, -2.2214, -1.5683], [-3.6646, -2.5414, -2.3406], [3.7730, 2.4270, -1.2080], [-3.4683, 2.0425, -0.9089], [2.2006, 0.3336, -3.7909], [-5.0154, -2.4347, -2.9098], [4.1980, -0.1366, 1.4114], [4.0224, 0.4925, 0.5381], [1.1460, 0.0798, -0.4607], [3.6334, -0.6348, -3.4527], [-4.1372, 0.1187, -2.5418], [-2.4103, 4.1928, -0.4895], [2.3202, 0.0521, 2.7642], [-4.5276, 4.2797, -0.6614], [2.0521, -1.1623, -2.8571], [-1.8854, -1.3031, 2.0896], [1.3924, -2.9208, 2.9675], [4.4491, -2.0849, 0.0140], [-3.7708, 2.3078, -1.9257], [-3.7176, 5.8029, -0.3414], [-3.0621, -4.0420, -3.6585], [-0.9348, 0.1611, -0.3008], [0.8709, -3.2995, 0.6400], [2.3284, -4.8524, 1.7230], [-0.4075, -0.9216, 1.9561], [2.0208, 1.6080, 4.2064], [0.2256, 0.4350, 3.1174], [-0.2775, 2.1705, 4.7050], [2.0461, -0.8025, 0.0139], [-4.9898, -1.9256, -3.8737], [1.3227, -2.3733, 3.8991]],
  "forces_ev_per_a": [[-0.030, -0.011, 0.024], [0.012, 0.022, -0.014], [0.006, -0.025, 0.012], [0.010, -0.029, -0.031], [-0.009, -0.004, -0.006], [0.000, -0.004, 0.000], [0.023, -0.019, -0.002], [-0.020, 0.006, 0.008], [0.005, 0.003, 0.003], [0.013, 0.002, -0.002], [0.057, 0.036, 0.030], [-0.005, -0.008, 0.005], [0.003, 0.000, 0.006], [0.000, -0.001, 0.000], [0.003, 0.003, 0.001], [0.001, -0.001, 0.000], [-0.009, 0.015, -0.003], [0.010, -0.027, 0.023], [0.002, -0.002, -0.003], [0.001, 0.002, 0.001], [-0.042, 0.032, 0.022], [-0.001, 0.002, 0.003], [-0.005, -0.006, 0.002], [0.006, 0.013, -0.010], [-0.001, 0.007, 0.005], [0.003, 0.000, 0.002], [-0.027, -0.032, 0.007], [-0.004, 0.003, -0.002], [-0.004, -0.002, 0.001], [0.006, 0.054, 0.141], [0.019, -0.002, -0.007], [0.016, 0.029, 0.026], [0.003, 0.007, 0.003], [-0.001, 0.004, 0.002], [-0.001, 0.000, 0.001], [-0.017, 0.000, 0.006], [-0.005, -0.009, 0.002], [-0.016, 0.018, 0.017], [0.000, -0.001, 0.002], [0.001, -0.001, 0.002], [-0.021, -0.008, 0.010], [0.059, -0.068, 0.027], [0.005, 0.013, 0.006], [-0.007, -0.002, -0.004], [-0.003, -0.004, -0.001], [-0.001, 0.019, -0.007], [0.000, -0.004, -0.002], [0.019, 0.015, -0.022], [0.002, 0.001, -0.003], [0.000, -0.002, -0.002], [-0.009, 0.008, -0.003], [0.010, -0.007, -0.004], [0.044, 0.009, -0.019], [0.005, 0.004, 0.001], [-0.011, -0.006, 0.004], [0.015, 0.005, -0.014], [0.027, -0.009, 0.004], [0.003, -0.002, 0.000], [0.004, -0.010, 0.001], [0.000, -0.006, -0.021], [-0.056, 0.000, -0.124], [0.001, -0.002, 0.003], [-0.003, -0.002, 0.003], [0.001, -0.002, 0.003], [-0.001, 0.003, -0.001], [-0.032, 0.024, -0.033], [-0.001, 0.035, 0.011], [-0.009, -0.004, -0.016], [0.029, 0.054, 0.016], [0.013, -0.034, -0.028], [-0.030, -0.063, -0.048], [-0.049, -0.027, -0.021], [-0.011, -0.011, 0.001], [-0.001, -0.005, -0.003], [0.001, 0.014, 0.007]],
  "lowdin_spin": [0.013, 0.001, 0.107, 0.314, 0.002, 0.000, 0.010, 0.001, 0.000, -0.002, 0.016, 0.000, 0.000, 0.000, 0.000, 0.001, 0.001, 0.007, 0.000, 0.000, 0.014, 0.000, 0.000, 0.001, 0.000, 0.000, 0.010, 0.001, 0.000, 0.136, 0.004, 0.023, 0.012, 0.000, 0.000, 0.013, 0.000, 0.111, 0.001, 0.000, 0.007, 0.044, 0.000, 0.000, 0.000, 0.002, 0.000, 0.001, 0.000, 0.001, 0.000, 0.001, 0.073, 0.000, 0.000, 0.002, 0.000, 0.000, 0.000, 0.016, 0.049, 0.000, 0.000, 0.000, 0.000, 0.402, 0.310, 0.114, 0.097, 0.001, 0.031, 0.000, 0.050, 0.000, -0.001],
  "e_above_lowest_kj_mol": 0.0,
  "orbital_gap_ev": [7.75, 4.64],
  "e_lumo_ev": [-9.017, -12.304],
  "fmax_ha_per_bohr": 0.0029,
  "total_charge": 3,
  "homo_ev": [-16.8, -16.9],
  "spin_multiplicity": 3
}

=====

No. 2
{
  "formula": "C26H39BCl4F5KMgN2NaO12",
  "method": "wB97M-V/def2-TZVPD",
  "species": ["C", "C", "H", "H", "H", "F", "H", "H", "O", "H", "H", "N", "H", "C", "Cl", "H", "C", "C", "H", "H", "H", "O", "H", "F", "H", "H", "H", "C", "C", "C", "H", "Cl", "O", "H", "H", "C", "C", "O", "Cl", "H", "C", "C", "H", "O", "H", "H", "H", "C", "C", "F", "H", "H", "H", "O", "O", "C", "O", "H", "Na", "H", "O", "H", "H", "H", "H", "O", "B", "C", "F", "Mg", "C", "O", "C", "K", "C", "H", "C", "H", "H", "O", "C", "F", "C", "C", "H", "H", "C", "H", "N", "Cl", "C", "C"],
  "coordinates": [[-7.4201, -5.9623, -2.6746], [0.7813, -3.3431, -1.5136], [-2.7340, 6.8956, 0.9923], [2.9586, 0.6032, 4.3405], [-8.7075, -6.7006, -1.0961], [-2.1153, -5.0803, -3.0078], [0.1214, -2.3991, -4.7129], [4.8065, 5.9645, 0.3502], [0.4884, 4.1320, 4.4661], [8.7200, 3.5488, 4.3039], [-6.3601, -5.7182, -2.8118], [5.0788, 1.7603, 5.2719], [7.9064, 3.8299, 6.2097], [-2.6484, -6.3268, -3.1560], [1.7449, 1.6433, -5.4724], [-4.4725, -5.5099, -7.0850], [1.1470, -1.1931, -3.2517], [2.5712, 1.6030, 4.8565], [1.8233, -2.1444, -0.0578], [5.1855, 4.4629, 1.2292], [0.6348, -4.1795, -0.8348], [7.5098, 6.4062, 1.7429], [-7.0066, -7.0731, -0.8764], [7.9887, 7.9107, 3.2647], [-4.8428, -7.8082, -7.9368], [6.3243, 5.1026, 0.0271], [6.9792, 1.4123, 6.3084], [6.2200, 2.2997, 6.1056], [1.6266, -1.1215, -1.9441], [2.2875, 1.0468, -7.0612], [-0.4626, 7.5697, 1.3073], [4.0646, 1.1355, -7.1537], [5.5085, 6.5450, 2.8432], [-0.2103, -4.3098, -3.1643], [-2.2806, 5.3162, 0.3421], [6.2767, 6.1901, 1.9057], [-1.9590, 6.3617, 0.4301], [-8.3282, -7.1939, -5.7173], [1.5749, 2.0524, -8.3479], [5.1620, 4.7103, 4.6285], [0.4901, -2.3416, -3.6926], [-4.6555, -7.6389, -6.8731], [-2.3082, 3.6176, 4.2307], [-3.7420, -6.0675, -5.2599], [1.2861, -0.3532, -3.9280], [-0.8021, 6.1511, 2.1866], [3.7534, 3.4313, 5.8286], [-3.8983, -6.3401, -6.6605], [-0.3774, 3.1608, 4.8174], [-3.8674, -6.2933, -2.5447], [5.1978, 1.9385, 4.2504], [3.6680, 1.9100, 6.9483], [-4.0951, -8.4931, -6.4809], [-2.3113, 4.7848, 7.2221], [-1.9912, -7.5470, -5.1798], [7.0701, 3.5207, 5.4159], [7.7985, 3.1257, 4.1779], [2.1406, -0.2274, -1.6015], [-0.4113, 0.1107, 2.5226], [6.0933, 5.4916, 6.1854], [-8.3631, -5.1964, -4.5994], [-5.6125, -7.6166, -6.3426], [6.8304, 5.6227, 4.4552], [-9.3242, -4.9049, -2.8149], [-7.5827, -5.4176, -0.5827], [-7.7289, -7.0651, -3.5116], [0.2222, 1.6152, 4.8210], [3.7465, 2.2403, 5.8056], [-1.8741, -7.1628, -2.4084], [-8.0242, -2.9796, -1.7926], [6.1904, 4.8989, 5.1559], [1.3745, 1.3588, 5.7199], [-0.6082, 6.4886, 1.1565], [3.4887, 6.6215, 3.2890], [-8.1548, -6.5429, -4.7006], [-7.8844, -3.8852, -3.0686], [-1.9621, 4.7753, 5.9220], [-1.9260, 6.7979, -0.5763], [5.7899, 2.6845, 7.1405], [0.2819, 5.8279, 0.4342], [-8.3055, -4.8834, -3.2190], [-1.6537, 6.0750, 5.2305], [5.6095, 5.3793, 0.8081], [1.4464, -2.1983, -1.0755], [-2.9255, -6.3506, -7.1662], [-0.1758, 0.7299, 4.1475], [0.3050, -3.4161, -2.8223], [2.3275, 2.3357, 3.9495], [-1.8213, 3.4729, 5.1479], [1.7654, -0.6437, -7.2709], [-7.6969, -6.2970, -1.2230], [-2.7354, -6.7436, -4.6232]],
  "forces_ev_per_a": [[0.378, -0.112, 1.499], [-0.032, 0.084, -0.045], [0.058, 0.022, 0.042], [-0.803, 1.854, 1.467], [0.071, 0.220, -0.114], [-0.618, -0.964, -0.504], [0.060, 0.023, 0.137], [0.139, 0.110, 0.159], [-4.995, -5.921, 2.293], [-2.273, -1.093, -0.557], [-0.104, 0.111, -0.058], [-0.525, 0.811, 0.720], [-1.902, -0.714, -1.519], [0.184, 0.141, 2.388], [0.115, 0.041, -0.380], [0.122, -0.003, 0.434], [-0.034, -0.043, 0.044], [1.320, 0.247, -0.535], [0.071, -0.065, -0.072], [0.148, 0.173, 0.137], [0.045, 0.085, -0.127], [-0.394, 1.022, 1.136], [-0.021, 0.179, -0.043], [-0.538, -1.406, -1.222], [0.019, 0.089, 0.139], [-0.226, 0.024, 0.124], [-1.554, 1.906, -0.339], [1.125, 0.055, -0.168], [-0.142, -0.121, -0.009], [0.096, 0.027, -0.217], [0.409, 0.392, -0.464], [-0.492, -0.031, 0.051], [4.491, -0.343, -2.325], [0.332, 0.324, 0.108], [0.269, 0.146, 0.015], [-0.742, 0.895, 1.684], [-1.129, 0.183, -0.336], [0.475, 1.678, 2.464], [0.188, -0.284, 0.391], [1.879, 0.191, 1.125], [0.093, 0.016, 0.273], [0.026, -0.251, 0.319], [0.407, -0.159, 0.833], [1.353, -0.410, 1.632], [-0.020, -0.263, 0.174], [0.170, -0.676, 0.344], [-0.628, -2.339, -0.154], [-0.217, -0.339, -1.028], [3.365, 5.258, -1.943], [0.766, -0.095, -0.782], [-0.019, 0.106, 1.307], [-0.172, 0.374, -2.695], [0.023, 0.143, -0.157], [2.713, 0.086, -10.093], [-1.517, 1.941, 1.936], [0.321, 1.169, 1.209], [0.776, 1.215, 2.083], [-0.007, -0.098, -0.092], [-0.189, -0.648, -1.438], [-0.175, -1.448, -2.178], [0.036, -0.578, -0.131], [0.030, 0.092, -0.200], [-1.445, -1.741, 1.617], [-0.017, 0.085, 0.214], [0.032, -0.110, -0.085], [-0.352, 0.426, -1.054], [3.020, 1.292, 3.486], [0.559, 0.515, -0.040], [-0.729, 0.691, -1.197], [-0.145, 3.062, 3.378], [1.349, 0.404, 0.119], [-2.380, 0.869, -3.647], [-0.935, 0.331, 0.195], [-3.831, 0.360, 0.943], [-0.320, -1.892, -2.373], [0.237, -1.942, -2.803], [-1.266, 1.416, 7.056], [0.192, -0.160, 0.264], [0.986, -0.772, -2.172], [1.227, -0.364, 0.193], [-0.269, -0.485, -1.049], [-1.077, -4.508, 1.861], [0.506, -0.643, -1.104], [-0.214, 0.075, -0.199], [-0.082, -0.065, 0.336], [-0.051, 0.196, 0.625], [0.136, 0.075, -0.026], [0.389, -1.183, 1.959], [1.437, 2.446, -0.169], [0.112, 0.376, 0.086], [0.093, -0.636, 0.137], [0.234, -1.147, -3.288]],
  "lowdin_charge": [-0.369, -0.091, 0.071, 0.149, 0.102, 0.119, 0.102, 0.099, 0.021, 0.130, 0.149, -0.112, 0.156, -0.462, 0.526, 0.128, -0.092, -0.156, 0.085, 0.094, 0.103, 0.184, 0.094, -0.211, 0.090, 0.095, 0.136, -0.171, -0.103, -2.003, 0.100, 0.519, -0.320, 0.085, 0.063, -0.610, -0.096, 0.146, 0.523, 0.044, -0.070, -0.050, 0.149, 0.004, 0.027, 0.075, 0.122, -0.205, -0.164, 0.132, 0.114, 0.154, 0.081, 0.062, 0.152, -0.347, -0.118, 0.096, 0.829, 0.110, 0.063, 0.070, 0.089, 0.125, 0.024, 0.100, -0.058, -0.181, 0.147, 0.533, -0.064, -0.063, -0.520, 0.957, -0.493, -0.159, -0.178, 0.077, 0.137, -0.161, -0.277, -0.011, 0.036, -0.122, 0.127, 0.029, -0.081, 0.132, 0.095, 0.515, -0.037, -0.325],
  "orbital_gap_ev": 1.13,
  "e_lumo_ev": -7.074,
  "fmax_ha_per_bohr": 0.2033,
  "total_charge": 1,
  "homo_ev": -8.2
}